No. 1
Density functional theory data (ωB97M-V with the def2-TZVPD basis set) for a structure of composition C40H57GeI2MgN2O2SbSeTe.

Last column: Mulliken charge in e.
Element x y z (Å)
Mg (0.47364, 0.32155, -0.07901)  1.901
I (5.08959, -1.79536, -0.50732)  -0.075
C (3.71153, -1.83715, 1.05719)  -0.308
C (4.00671, -2.53088, 2.22346)  -0.435
C (3.07756, -2.56929, 3.24299)  -0.008
I (3.59839, -3.63815, 4.97130)  -0.054
C (1.83497, -1.91185, 3.15715)  1.302
C (0.83777, -1.89877, 4.17354)  -1.222
C (-0.35640, -1.19932, 3.93672)  -0.744
C (-0.55093, -0.53352, 2.75964)  -0.464
N (0.37547, -0.51042, 1.75615)  0.251
C (1.56225, -1.21815, 1.95274)  0.056
C (2.48262, -1.19679, 0.86104)  0.187
O (2.18091, -0.55768, -0.24442)  -0.853
H (4.95840, -3.03197, 2.32835)  0.349
H (1.00245, -2.42293, 5.10244)  0.114
H (-1.13966, -1.18241, 4.68466)  0.402
H (-1.47355, 0.00410, 2.56940)  0.366
Se (-1.18696, -0.42685, -1.89879)  -0.650
C (-7.38153, -0.56683, 1.54636)  -1.432
C (-5.92505, -0.34995, 1.15935)  -0.062
C (-5.77094, 0.29755, -0.21200)  -1.017
C (-4.32078, 0.60159, -0.58445)  0.671
Ge (-3.16662, -0.98027, -0.80670)  -0.042
C (-4.08409, -2.33398, -1.91519)  -0.849
C (-3.87026, -2.16751, -3.41931)  -0.897
C (-4.45327, -0.87591, -3.97922)  1.030
C (-4.16198, -0.70418, -5.46374)  -1.581
H (-7.47278, -1.04349, 2.52234)  0.399
H (-7.88668, -1.20264, 0.81666)  0.321
H (-7.92073, 0.38211, 1.58505)  0.325
H (-5.39505, -1.30659, 1.17447)  0.200
H (-5.43001, 0.27752, 1.90748)  0.294
H (-6.36070, 1.22242, -0.23343)  0.423
H (-6.22093, -0.35793, -0.96502)  0.251
H (-3.86404, 1.23474, 0.18189)  0.276
H (-4.27303, 1.16636, -1.51817)  -0.605
H (-2.90202, -1.59053, 0.58612)  -0.186
H (-5.15085, -2.29195, -1.67229)  0.546
H (-3.72862, -3.31285, -1.58886)  0.417
H (-4.30208, -3.02090, -3.95493)  0.529
H (-2.79753, -2.17970, -3.63298)  0.171
H (-4.02759, -0.02741, -3.43632)  -0.689
H (-5.53471, -0.85112, -3.80149)  0.285
H (-3.08533, -0.66192, -5.63591)  0.269
H (-4.60271, 0.21243, -5.85870)  0.388
H (-4.55625, -1.54194, -6.04254)  0.427
C (3.07803, 2.26304, 0.51413)  -1.167
C (2.24825, 2.41469, -0.73171)  0.903
O (2.78264, 2.58888, -1.83676)  -0.606
N (0.88922, 2.39515, -0.58561)  -0.885
Te (0.29874, 2.50122, -2.51242)  0.210
C (0.96610, 4.37073, -3.29175)  0.581
C (0.60328, 5.60990, -2.77543)  1.007
C (-0.10808, 5.77594, -1.46009)  -1.967
C (0.95023, 6.75820, -3.48716)  -0.823
C (1.65554, 6.69675, -4.67511)  0.742
C (2.01219, 7.94305, -5.43858)  -1.581
C (2.04740, 5.44602, -5.14312)  -0.844
C (1.72035, 4.27777, -4.47288)  0.758
C (2.20784, 2.96247, -5.02479)  -1.718
C (-1.73109, 3.12861, -2.31263)  1.368
C (-2.38451, 3.18764, -3.54742)  0.622
C (-1.72041, 2.76097, -4.83168)  -2.220
C (-3.70542, 3.61946, -3.60267)  -0.968
C (-4.39537, 3.98923, -2.46115)  0.508
C (-5.82322, 4.45815, -2.52350)  -1.711
C (-3.73812, 3.88306, -1.24463)  -0.884
C (-2.42483, 3.43853, -1.13502)  1.258
C (-1.89352, 3.22742, 0.25558)  -1.536
H (3.39752, 3.25588, 0.83710)  0.370
H (3.95386, 1.66406, 0.27660)  0.315
H (2.51982, 1.79273, 1.32133)  0.158
H (0.02398, 4.90451, -0.82155)  0.002
H (-1.17855, 5.93759, -1.60215)  0.382
H (0.29625, 6.63812, -0.92895)  0.550
H (0.66983, 7.72474, -3.08290)  0.344
H (1.71855, 8.83799, -4.89224)  0.348
H (1.51234, 7.96054, -6.40868)  0.315
H (3.08597, 7.99398, -5.62396)  0.356
H (2.63535, 5.37821, -6.05186)  0.405
H (2.89895, 3.13602, -5.84832)  0.467
H (1.38628, 2.35070, -5.40750)  0.248
H (2.72742, 2.38761, -4.25759)  0.289
H (-0.90593, 3.43411, -5.11080)  0.329
H (-2.44214, 2.76091, -5.64646)  0.504
H (-1.32261, 1.74498, -4.74782)  0.348
H (-4.20463, 3.65151, -4.56423)  0.320
H (-6.23724, 4.32823, -3.52253)  0.377
H (-5.89927, 5.51504, -2.26142)  0.331
H (-6.44575, 3.90110, -1.82215)  0.326
H (-4.27750, 4.11754, -0.33348)  0.319
H (-2.58489, 3.64838, 0.98502)  0.484
H (-0.90418, 3.64306, 0.41807)  0.302
H (-1.80985, 2.15387, 0.45613)  -0.112
C (-0.50520, -3.81227, 0.99945)  -1.007
Sb (0.86632, -3.99156, -0.64262)  0.670
C (-0.70182, -4.51272, -2.03716)  -1.091
C (1.34552, -6.04803, -0.16550)  -1.376
H (-1.21288, -4.64167, 0.98333)  0.536
H (-1.04417, -2.86660, 0.92498)  -0.119
H (0.04137, -3.81485, 1.94072)  0.406
H (-1.25717, -5.37986, -1.67757)  0.397
H (-0.28897, -4.72938, -3.02203)  0.418
H (-1.37195, -3.65882, -2.12871)  -0.043
H (0.43995, -6.65441, -0.15573)  0.371
H (1.80561, -6.07930, 0.82189)  0.369
H (2.04928, -6.46022, -0.88706)  0.368

Computed properties:
- Energy relative to the best compared isomer or geometry (same formula, charge and spin): 0.603 eV
- Gap between HOMO and LUMO (spin up / spin down): 3.9 / 5.9 eV
- E_HOMO (spin up / spin down): -2.05 / -4.08 eV
- Charge: -1
- Multiplicity: 2
- LUMO energy (spin up / spin down): 1.81 / 1.81 eV

***

No. 2
Density functional theory data (ωB97M-V with the def2-TZVPD basis set) for a cluster of 11 separate species, C40H58O33 in total in a non-equilibrium geometry.

Last column: Mulliken charge in e.
Element x y z (Å)
C (-0.75370, 4.31707, 6.20173)  -0.232
C (-1.11177, 2.96222, 6.61640)  -0.337
O (-1.59552, 2.30561, 5.41844)  -0.258
C (-1.94091, 3.28594, 4.57466)  0.633
O (-2.33573, 3.06903, 3.45499)  -0.499
O (-1.61194, 4.45539, 5.14058)  -0.358
H (0.27044, 4.46053, 5.85728)  0.134
H (-0.93091, 5.00781, 7.02610)  0.301
H (-1.89843, 3.04066, 7.36680)  0.283
H (-0.24568, 2.56873, 7.14854)  0.336
C (0.70431, 1.45879, -0.00759)  0.522
C (-0.59005, 1.48775, 0.67215)  -0.558
O (-1.33461, 0.55251, 0.04584)  -0.044
C (-0.80695, 0.28608, -1.12128)  0.266
O (-1.30946, -0.38326, -1.99455)  -0.746
O (0.35010, 0.93538, -1.25090)  -0.020
H (1.46316, 0.88550, 0.52493)  -0.387
H (1.09126, 2.47422, -0.09289)  0.306
H (-1.02382, 2.45583, 0.42162)  0.286
H (-0.57383, 1.36739, 1.75537)  0.226
C (-4.09222, 3.15676, -3.83527)  0.146
C (-2.91118, 3.80226, -4.61259)  -0.332
O (-1.99531, 4.08238, -3.57472)  -0.322
C (-2.35045, 3.65384, -2.40045)  0.560
O (-1.68850, 3.93793, -1.36099)  -0.641
O (-3.47952, 2.84956, -2.56375)  -0.084
H (-4.42083, 2.19753, -4.23527)  -0.210
H (-4.95508, 3.80754, -3.69365)  0.393
H (-3.32466, 4.67938, -5.11037)  0.317
H (-2.51858, 3.06302, -5.31080)  0.212
C (5.14815, 5.15681, -3.19327)  -0.395
C (5.87341, 3.84758, -3.48735)  -0.328
O (4.81623, 2.89918, -3.29399)  -0.241
C (3.92224, 3.46403, -2.44025)  0.608
O (2.88954, 2.94193, -2.01168)  -0.439
O (4.18726, 4.73317, -2.29447)  -0.322
H (4.88431, 5.77727, -4.04971)  0.295
H (5.76934, 5.75877, -2.53004)  0.281
H (6.73160, 3.51031, -2.90608)  0.292
H (6.07069, 3.88076, -4.55884)  0.279
C (-0.85662, -2.17835, -4.81899)  -1.529
C (-2.02540, -1.32451, -5.28902)  1.022
C (-2.15974, 0.15738, -4.74939)  0.806
O (-2.77044, 0.69541, -5.89766)  -0.392
C (-2.42210, -0.06287, -7.04053)  0.424
O (-2.56538, 0.39740, -8.23789)  -0.593
O (-2.04889, -1.35854, -6.64199)  -0.376
H (-0.77760, -2.21171, -3.73237)  0.247
H (0.08657, -1.70653, -5.09441)  0.416
H (-0.85496, -3.14831, -5.31626)  0.371
H (-2.95296, -1.75336, -4.90976)  0.007
H (-1.32601, 0.80543, -4.47918)  0.334
H (-2.88891, 0.00205, -3.95422)  -0.819
C (-5.54640, -2.67485, -2.64207)  -1.461
C (-4.94921, -1.16603, -2.46809)  1.990
C (-5.75014, -0.17135, -3.30921)  -0.252
O (-5.72181, 1.02680, -2.53153)  -0.340
C (-5.38801, 0.77138, -1.28589)  0.613
O (-5.59130, 1.53299, -0.32356)  -0.612
O (-4.92583, -0.58486, -1.15697)  -0.351
H (-6.59018, -2.73174, -2.33322)  0.434
H (-4.87533, -3.26275, -2.01586)  0.233
H (-5.51248, -2.96419, -3.69242)  0.399
H (-3.87014, -1.13150, -2.61814)  -0.944
H (-6.77431, -0.42198, -3.58556)  0.322
H (-5.27571, 0.11092, -4.24906)  0.194
C (3.03124, 2.71526, 3.45000)  -1.375
C (3.99281, 1.89551, 4.43132)  0.402
C (4.95568, 2.84701, 5.23881)  -0.417
O (4.39527, 2.74172, 6.57334)  -0.338
C (3.39114, 1.79605, 6.55920)  0.513
O (2.66672, 1.53078, 7.53531)  -0.599
O (3.18160, 1.30972, 5.37261)  -0.177
H (2.26003, 2.10872, 2.97519)  0.216
H (3.50952, 3.38791, 2.73805)  0.516
H (2.44874, 3.54405, 3.85238)  0.364
H (4.66923, 1.25369, 3.86685)  0.281
H (4.77089, 3.82055, 4.78476)  0.290
H (5.95444, 2.42132, 5.14203)  0.330
C (0.44742, -3.46005, -0.89658)  -1.573
C (-0.75631, -3.32029, 0.13975)  2.599
C (-2.00502, -3.21364, -0.68722)  0.631
O (-2.93128, -4.03358, -0.02250)  -0.362
C (-2.21833, -4.78765, 0.82189)  0.243
O (-2.73879, -5.69627, 1.43481)  -0.645
O (-0.95137, -4.52297, 0.78130)  -0.429
H (0.24926, -4.34210, -1.50553)  0.505
H (1.34304, -3.68321, -0.31678)  0.027
H (0.54266, -2.59581, -1.55396)  0.170
H (-0.47333, -2.44450, 0.72371)  -0.952
H (-1.99535, -3.25311, -1.77647)  -0.061
H (-2.23459, -2.17305, -0.45793)  -0.142
C (4.51912, -3.85726, 1.31429)  -1.319
C (3.19664, -3.84031, 2.01059)  0.616
C (3.14274, -3.88195, 3.53955)  -0.705
O (2.07160, -2.91589, 3.80668)  -0.343
C (1.75564, -2.20986, 2.62979)  -0.046
O (1.03021, -1.20433, 2.51048)  -0.387
O (2.47288, -2.71851, 1.60621)  0.397
H (4.42377, -3.78565, 0.23083)  0.240
H (5.14043, -4.67978, 1.66860)  0.468
H (4.99975, -2.91641, 1.58244)  0.306
H (2.61137, -4.75419, 1.90884)  0.199
H (4.05241, -3.57299, 4.05446)  0.224
H (3.01391, -4.71321, 4.23272)  0.325
C (-2.48867, -1.08274, 3.06396)  -1.021
C (-3.58906, -2.17312, 3.03326)  0.638
C (-3.36958, -3.45572, 3.90583)  -0.068
O (-4.50929, -3.26972, 4.71341)  -0.332
C (-5.13504, -2.21050, 4.57910)  0.599
O (-5.98153, -1.76951, 5.45585)  -0.703
O (-4.70331, -1.56942, 3.57062)  -0.343
H (-2.37173, -0.71852, 4.08463)  0.421
H (-2.87954, -0.28547, 2.43175)  0.230
H (-1.51171, -1.21676, 2.59954)  0.009
H (-3.78649, -2.22415, 1.96250)  0.145
H (-2.47975, -3.53004, 4.53096)  0.180
H (-3.51760, -4.30369, 3.23715)  0.227
C (3.91368, -0.34212, -0.39459)  -0.670
C (4.05644, -0.53843, -1.98241)  0.442
C (5.44728, -0.53519, -2.55473)  -0.348
O (5.41091, -1.61632, -3.45807)  -0.319
C (4.46515, -2.37978, -3.25204)  0.559
O (4.30918, -3.42931, -3.91193)  -0.673
O (3.75845, -1.90488, -2.21827)  -0.109
H (4.08161, 0.70571, -0.14566)  0.425
H (4.79278, -0.77372, 0.08395)  0.459
H (2.93568, -0.70027, -0.07311)  -0.485
H (3.40621, 0.06858, -2.61236)  0.165
H (6.13386, -0.74768, -1.73524)  0.354
H (5.63718, 0.36755, -3.13533)  0.162

Computed properties:
- Energy relative to the best compared isomer or geometry (same formula, charge and spin): 3.906 eV
- Gap between HOMO and LUMO: 8.9 eV
- E_HOMO: -9.30 eV
- Multiplicity: 1
- SMILES: C[C@H]1COC(=O)O1.C[C@H]1COC(=O)O1.C[C@H]1COC(=O)O1.C[C@H]1COC(=O)O1.C[C@H]1COC(=O)O1.C[C@H]1COC(=O)O1.C[C@H]1COC(=O)O1.O=C1OCCO1.O=C1OCCO1.O=C1OCCO1.O=C1OCCO1
- LUMO energy: -0.37 eV